{"formula": "C17H20MgN2O3S", "method": "the ωB97M-V functional and the def2-TZVPD basis", "charge": 2, "gap_ev": 1.5, "homo_energy_ev": -12.8, "symbols": ["N", "C", "C", "C", "C", "C", "C", "N", "C", "C", "C", "C", "C", "C", "C", "O", "C", "O", "C", "C", "S", "C", "O", "H", "H", "H", "H", "H", "H", "H", "H", "H", "H", "H", "H", "H", "H", "H", "H", "H", "H", "H", "H", "Mg"], "positions_angstrom": [[5.2408, -0.7104, 2.1209], [3.8863, -0.9392, 1.5579], [3.5937, -0.0224, 0.2508], [2.5777, -0.3938, -0.6962], [1.7158, -1.7012, -0.4037], [0.4261, -1.8860, -1.3382], [-0.9250, -1.2505, -0.7585], [-1.4774, -1.9523, 0.4435], [-2.9631, -1.8438, 0.5095], [-3.5195, -0.3500, 0.2259], [-4.7457, -0.1849, -0.7651], [-5.2813, 1.2344, -1.0756], [-4.6308, 2.5063, -0.4228], [-3.4290, 2.3773, 0.5519], [-2.8916, 0.9422, 0.8515], [-1.7738, 0.8359, 1.7311], [2.4200, 0.5620, -1.9636], [2.2660, 0.1861, -3.1479], [2.5233, 2.1460, -1.6499], [3.5265, 2.5232, -0.6953], [3.6883, 4.3054, -0.2543], [4.4209, 1.3377, -0.0483], [5.6419, 1.4723, 0.1545], [5.3129, 0.1828, 2.6225], [5.5810, -1.5050, 2.6724], [3.0484, -0.8665, 2.3354], [3.8822, -2.0297, 1.1708], [2.3554, -2.6519, -0.4217], [1.3245, -1.6112, 0.6829], [0.2828, -3.0279, -1.4695], [0.5529, -1.4806, -2.4063], [-1.7222, -1.3510, -1.5956], [-0.7870, -0.1410, -0.5261], [-1.2134, -2.9475, 0.4749], [-3.3819, -2.1715, 1.5617], [-3.4257, -2.5966, -0.2396], [-5.2364, -1.0800, -1.2663], [-6.1769, 1.3237, -1.7831], [-5.0082, 3.5665, -0.6491], [-2.9018, 3.2679, 1.0344], [-2.0509, 0.2406, 2.4636], [1.8221, 2.8913, -2.1418], [2.4842, 4.6112, 0.4079], [-5.0321, -1.8178, 1.8944]], "mulliken_charge": [-0.480, -0.451, 0.605, 0.532, -0.614, -1.013, -0.409, -0.191, -0.123, 0.469, -0.657, -0.509, -0.339, -0.402, 0.123, -0.478, 0.129, -0.528, -0.480, 0.019, -0.174, 0.038, -0.464, 0.221, 0.241, 0.166, 0.311, 0.414, 0.229, 0.399, 0.393, 0.331, 0.214, 0.314, -0.024, 0.527, 0.427, 0.390, 0.378, 0.420, 0.333, 0.426, 0.172, 1.115]}